# 1
ORCA calculation (ωB97M-V with the def2-TZVPD basis set) on a cluster of 2 separate species, C8H23N4Si in total.

Output
- Charge: +1
- Highest occupied orbital energy: -0.462 Ha
- Kohn-Sham gap: 9.6 eV

Cartesian coordinates (Å):
Si1 -0.301 3.793 0.370
N1 0.157 -1.855 -1.153
N2 -0.763 2.171 -0.275
N3 -1.818 -0.743 -0.723
N4 1.429 0.290 -0.874
C1 1.285 -2.685 -0.873
C2 -0.304 -0.272 2.159
C3 -0.489 -1.048 -0.219
C4 0.426 0.323 0.024
C5 -2.631 -1.991 -0.866
C6 0.791 0.524 1.434
C7 -0.579 -1.466 1.281
C8 2.601 1.169 -0.924
H1 -3.083 -1.969 -1.803
H2 -1.923 -0.208 -1.605
H3 0.753 -3.541 -0.389
H4 -1.288 4.517 -0.513
H5 -1.920 -2.765 -0.798
H6 -0.519 2.083 -1.230
H7 -0.549 -2.429 -1.582
H8 -1.715 1.762 -0.199
H9 -1.256 0.301 2.186
H10 -0.090 -0.532 3.223
H11 -3.300 -1.919 -0.098
H12 0.063 -2.436 1.490
H13 2.484 1.835 -1.697
H14 1.711 -0.161 1.455
H15 2.380 1.751 -0.027
H16 -1.543 -1.886 1.571
H17 3.471 0.586 -0.842
H18 1.071 4.145 0.142
H19 1.201 -0.283 -1.760
H20 1.868 -3.068 -1.678
H21 0.806 1.616 1.636
H22 -0.678 3.908 1.727
H23 2.000 -2.157 -0.168

Results of the Löwdin charge analysis, in e, for atoms 1 through 6: 0.64, -0.10, -0.13, -0.04, -0.02, -0.08



# 2
ORCA calculation (ωB97M-V with the def2-TZVPD basis set) on a structure of composition C8H23NO9PY.

Output
- Highest occupied orbital energy: -0.282 Ha
- Kohn-Sham gap: 4.9 eV

Cartesian coordinates (Å):
Y1 -0.817 0.445 -1.967
P1 -3.161 1.955 -5.486
O1 3.472 1.038 -2.738
O2 1.058 -0.370 2.480
O3 -2.968 2.809 -4.257
O4 -3.920 2.623 -6.632
O5 -1.687 1.411 -5.705
O6 -3.624 0.687 -4.752
O7 -1.708 -4.007 -2.101
O8 2.616 3.343 -1.556
O9 -3.426 -3.248 -0.178
N1 -0.856 1.614 2.673
C1 -0.287 2.279 5.000
C2 0.804 0.158 3.815
C3 4.410 1.732 -1.965
C4 4.012 3.229 -1.935
C5 -2.430 -5.076 -1.480
C6 -3.674 -4.501 -0.741
C7 0.245 1.618 3.676
C8 1.760 -1.617 2.494
H1 1.148 -2.512 2.610
H2 -2.710 -5.827 -2.219
H3 -1.034 1.593 5.400
H4 -4.581 -4.337 -1.323
H5 0.402 2.574 5.792
H6 2.404 4.277 -1.630
H7 -1.815 -5.697 -0.829
H8 -1.804 -4.305 -3.008
H9 1.082 2.200 3.290
H10 -4.217 -3.161 0.358
H11 3.902 0.647 -3.502
H12 4.051 3.577 -2.968
H13 1.703 0.051 4.421
H14 5.360 1.658 -2.493
H15 4.668 3.777 -1.258
H16 -4.001 -5.161 0.063
H17 2.611 -1.607 3.174
H18 2.156 -1.806 1.496
H19 0.006 -0.408 4.294
H20 -1.705 1.313 3.130
H21 4.564 1.289 -0.981
H22 -1.118 2.585 2.763
H23 -0.891 3.158 4.775

Results of the Löwdin charge analysis, in e, for atoms 1 through 6: 1.18, -0.09, -0.11, -0.22, -0.24, -0.33



# 3
ORCA calculation (ωB97M-V with the def2-TZVPD basis set) on a cluster of 2 separate species, C8H23NOSi2 in total.

Output
- Highest occupied orbital energy: -0.292 Ha
- Kohn-Sham gap: 8.2 eV

Cartesian coordinates (Å):
Si1 -2.682 0.161 -0.692
Si2 -4.419 -2.088 0.907
O1 -3.798 -0.974 -0.178
N1 1.810 0.296 0.762
C1 0.762 1.262 1.044
C2 -2.469 1.814 -0.127
C3 0.709 1.447 2.532
C4 1.557 -0.611 -0.447
C5 2.464 -0.152 -1.629
C6 -2.080 -0.703 -2.267
C7 1.784 -2.107 -0.121
C8 1.130 2.683 0.556
H1 2.698 0.634 0.849
H2 2.176 -0.648 -2.557
H3 0.491 -0.547 -0.675
H4 2.436 0.978 -1.618
H5 0.162 2.389 2.720
H6 -4.942 -3.151 -0.010
H7 -1.855 2.537 -0.651
H8 -5.536 -1.271 1.636
H9 1.734 1.556 2.869
H10 -2.737 -0.508 -3.052
H11 -3.144 -2.394 1.636
H12 -2.279 -1.804 -2.084
H13 0.948 -2.382 0.579
H14 1.919 2.990 1.263
H15 0.406 3.485 0.449
H16 -1.046 -0.477 -2.484
H17 1.797 -2.745 -1.022
H18 0.226 0.593 2.914
H19 1.643 2.758 -0.457
H20 3.522 -0.448 -1.524
H21 -2.652 2.108 0.870
H22 2.845 -2.386 0.264
H23 -0.319 0.935 0.781

Results of the Löwdin charge analysis, in e, for atoms 1 through 6: 0.60, 0.56, -0.53, 0.00, -0.48, -0.20



# 4
ORCA calculation (ωB97M-V with the def2-TZVPD basis set) on a structure of composition C8H23NSi2.

Output
- Highest occupied orbital energy: -0.307 Ha
- Kohn-Sham gap: 9.2 eV

Cartesian coordinates (Å):
Si1 -1.002 1.239 -0.958
Si2 1.408 -0.947 -0.682
N1 0.105 0.172 -0.122
C1 -1.636 2.704 0.072
C2 -2.551 0.202 -1.478
C3 1.454 -2.876 -0.338
C4 -0.857 -1.462 1.750
C5 0.815 0.335 2.622
C6 -0.340 0.022 1.734
C7 3.069 -0.403 0.177
C8 -0.314 1.771 -2.606
H1 3.129 -0.824 1.142
H2 0.504 -3.357 -0.501
H3 -1.045 2.390 -3.205
H4 -3.159 -0.502 -0.888
H5 -1.769 -1.550 1.253
H6 -0.789 3.171 0.660
H7 3.788 -0.721 -0.522
H8 1.462 -0.691 -2.052
H9 3.110 0.657 0.243
H10 0.712 2.170 -2.404
H11 0.330 0.198 3.625
H12 1.603 -3.207 0.789
H13 -1.093 -1.847 2.752
H14 -2.158 3.505 -0.474
H15 -0.129 0.840 -3.232
H16 -2.448 2.469 0.812
H17 1.622 -0.417 2.477
H18 -2.032 -0.361 -2.268
H19 -3.084 0.969 -2.073
H20 0.034 -2.017 1.497
H21 1.256 1.391 2.514
H22 2.235 -3.392 -0.873
H23 -1.157 0.803 1.699

Results of the Löwdin charge analysis, in e, for atoms 1 through 6: 0.33, 0.56, -0.22, -0.21, -0.19, -0.23



# 5
ORCA calculation (ωB97M-V with the def2-TZVPD basis set) on a structure of composition C8H24BNOP2V.

Output
- Multiplicity: 4
- Highest occupied orbital energy (spin up / spin down): -0.297 / -0.281 Ha
- Kohn-Sham gap (spin up / spin down): 8.0 / 5.6 eV

Cartesian coordinates (Å):
V1 1.076 0.028 0.610
P1 -0.569 2.074 -0.307
P2 -0.529 -2.099 -0.295
O1 4.022 -0.069 -0.145
N1 0.663 -0.015 2.545
C1 1.105 -2.962 0.376
C2 1.176 2.918 0.198
C3 -1.502 3.524 0.436
C4 -0.244 -2.477 -2.093
C5 0.365 -0.016 3.668
C6 -0.431 2.558 -2.100
C7 2.839 -0.049 -0.062
C8 -1.606 -3.541 0.254
B1 -0.005 -0.009 5.158
H1 1.157 3.987 -0.090
H2 -2.043 1.637 -0.443
H3 -2.565 3.335 0.252
H4 1.117 -4.021 0.046
H5 1.686 -0.096 -0.893
H6 -0.206 -3.547 -2.330
H7 -2.636 -3.304 -0.049
H8 2.060 2.469 -0.299
H9 -1.364 3.532 1.517
H10 1.352 2.880 1.292
H11 1.127 -2.958 1.482
H12 2.043 -2.494 0.016
H13 -1.325 2.158 -2.580
H14 -1.081 -2.020 -2.630
H15 0.445 2.094 -2.569
H16 0.932 0.578 5.708
H17 -0.387 3.644 -2.288
H18 -1.966 -1.554 -0.472
H19 -1.280 4.516 0.037
H20 -1.605 -3.589 1.346
H21 -1.367 -4.522 -0.156
H22 -1.067 0.593 5.322
H23 -0.072 -1.179 5.540
H24 0.686 -2.004 -2.439

Results of the Löwdin charge analysis, in e, for atoms 1 through 6: 0.38, 0.71, 0.71, 0.04, 0.02, -0.26



# 6
ORCA calculation (ωB97M-V with the def2-TZVPD basis set) on a structure of composition C8H24Be2NO11.

Output
- Charge: +3
- Highest occupied orbital energy: -0.688 Ha
- Kohn-Sham gap: 2.9 eV

Cartesian coordinates (Å):
O1 2.021 16.987 -24.599
O2 -0.880 15.726 -27.352
O3 -0.454 15.199 -24.378
O4 -0.467 16.994 -21.444
O5 -1.251 14.999 -22.445
O6 -1.721 16.783 -23.602
O7 0.699 15.263 -26.445
O8 -5.713 13.749 -23.719
O9 -2.548 16.153 -25.191
O10 -2.924 18.090 -22.774
O11 -3.637 15.380 -21.257
N1 -1.153 15.725 -23.476
C1 -4.049 15.250 -22.553
C2 1.605 14.785 -25.492
C3 -4.829 13.862 -22.682
C4 -2.250 18.599 -21.690
C5 -1.564 17.492 -20.823
C6 -0.989 16.923 -26.669
C7 -2.434 17.150 -26.195
C8 2.686 15.956 -25.256
Be1 -0.506 13.364 -22.091
Be2 -0.980 14.472 -25.936
H1 -1.674 19.481 -21.970
H2 -1.184 15.849 -28.255
H3 3.578 15.552 -24.777
H4 -3.151 15.351 -23.163
H5 -5.189 13.650 -24.517
H6 3.075 16.371 -26.185
H7 -5.412 13.629 -21.791
H8 2.056 13.908 -25.957
H9 1.164 17.087 -25.019
H10 -2.728 15.674 -21.347
H11 -0.760 16.276 -22.010
H12 -2.982 19.096 -21.053
H13 -0.391 16.889 -25.758
H14 -2.351 17.435 -23.179
H15 -0.482 17.615 -27.342
H16 -4.719 16.088 -22.743
H17 1.236 14.262 -24.610
H18 -4.067 13.107 -22.874
H19 -2.573 18.175 -25.852
H20 1.156 15.887 -27.014
H21 -3.077 16.959 -27.054
H22 -1.400 17.787 -19.787
H23 -2.164 16.379 -24.341
H24 -2.165 16.602 -20.639

Results of the Löwdin charge analysis, in e, for atoms 1 through 6: -0.01, -0.05, -0.03, 0.03, -0.06, 0.26



# 7
ORCA calculation (ωB97M-V with the def2-TZVPD basis set) on a structure of composition C8H24BeN2O14.

Output
- Highest occupied orbital energy: -0.297 Ha
- Kohn-Sham gap: 6.6 eV

Cartesian coordinates (Å):
O1 11.804 18.677 -22.729
O2 9.794 15.201 -19.720
O3 12.504 17.708 -16.352
O4 14.398 17.026 -18.934
O5 15.068 14.187 -19.928
O6 11.544 17.474 -21.056
O7 12.135 19.497 -18.594
O8 10.300 19.104 -21.364
O9 13.352 13.336 -16.028
O10 11.566 12.735 -16.918
O11 12.588 14.998 -20.030
O12 9.583 18.223 -18.719
O13 12.238 14.660 -17.186
O14 10.065 16.303 -16.513
N1 12.449 13.556 -16.793
N2 11.244 18.442 -21.695
C1 12.449 19.157 -16.246
C2 8.615 17.665 -17.817
C3 9.204 17.378 -16.401
C4 11.740 14.260 -20.879
C5 15.939 15.198 -19.441
C6 15.321 16.068 -18.408
C7 12.839 19.924 -17.473
C8 10.358 14.007 -20.207
Be1 11.640 16.727 -18.544
H1 13.890 19.692 -17.644
H2 16.791 14.669 -19.015
H3 9.135 18.747 -19.388
H4 8.844 15.079 -19.782
H5 13.474 14.649 -20.156
H6 9.614 13.524 -20.841
H7 10.322 13.271 -19.404
H8 14.772 15.437 -17.709
H9 10.326 16.023 -15.633
H10 14.957 13.471 -19.298
H11 8.306 17.106 -15.848
H12 13.017 19.466 -15.368
H13 12.339 20.003 -19.384
H14 8.133 16.781 -18.235
H15 11.669 14.771 -21.839
H16 11.459 19.480 -15.926
H17 12.910 21.007 -17.368
H18 16.268 15.806 -20.283
H19 12.226 13.295 -21.022
H20 16.160 16.615 -17.978
H21 9.618 18.239 -15.876
H22 14.947 17.616 -19.454
H23 12.266 17.368 -15.487
H24 7.852 18.444 -17.785

Results of the Löwdin charge analysis, in e, for atoms 1 through 6: 0.02, -0.07, -0.06, -0.07, -0.06, -0.04



# 8
ORCA calculation (ωB97M-V with the def2-TZVPD basis set) on a structure of composition C8H24BrMnN2O3.

Output
- Multiplicity: 7
- Highest occupied orbital energy (spin up / spin down): -0.315 / -0.328 Ha
- Kohn-Sham gap (spin up / spin down): 8.0 / 7.3 eV

Cartesian coordinates (Å):
Br1 13.271 -22.818 13.144
Mn1 11.684 -24.928 12.905
O1 19.100 -21.333 15.820
O2 10.808 -20.084 13.283
O3 17.177 -19.454 12.471
N1 14.180 -20.724 10.610
N2 16.711 -22.975 13.392
C1 20.325 -20.611 15.663
C2 17.184 -22.327 14.628
C3 18.697 -22.078 14.650
C4 15.757 -19.525 12.231
C5 16.566 -23.054 15.787
C6 16.060 -19.362 9.705
C7 17.568 -18.645 13.577
C8 15.524 -20.215 10.822
H1 21.253 -21.184 15.668
H2 11.252 -20.910 13.092
H3 16.164 -21.091 10.727
H4 16.681 -21.362 14.696
H5 13.622 -19.987 11.017
H6 20.276 -20.079 14.714
H7 17.101 -19.073 9.849
H8 18.791 -21.458 13.758
H9 15.498 -18.441 9.550
H10 20.446 -19.862 16.445
H11 14.048 -21.430 11.319
H12 15.288 -20.052 13.062
H13 17.153 -17.639 13.520
H14 15.275 -18.553 12.328
H15 9.937 -20.185 12.898
H16 16.826 -24.109 15.869
H17 15.703 -23.045 13.388
H18 16.750 -22.603 16.762
H19 18.655 -18.706 13.617
H20 19.357 -22.941 14.571
H21 15.481 -22.949 15.806
H22 16.096 -19.956 8.791
H23 16.918 -22.323 12.650
H24 17.229 -19.055 14.529

Results of the Löwdin charge analysis, in e, for atoms 1 through 6: -0.07, 0.54, -0.19, -0.08, -0.21, 0.04



# 9
ORCA calculation (ωB97M-V with the def2-TZVPD basis set) on a cluster of 5 separate species, C8H24ClO4S2 in total.

Output
- Charge: -1
- Highest occupied orbital energy: -0.193 Ha
- Kohn-Sham gap: 8.1 eV

Cartesian coordinates (Å):
Cl1 0.603 -0.903 -0.434
S1 -0.371 0.674 -5.081
S2 -0.687 -3.523 1.259
O1 -1.468 -4.303 2.376
O2 1.506 2.188 0.269
O3 -1.475 1.315 -5.892
O4 0.724 -0.360 3.049
C1 -0.240 -4.647 -0.118
C2 -0.675 -1.038 -4.788
C3 0.934 -3.469 1.981
C4 -0.600 1.304 4.264
C5 0.865 3.234 -0.467
C6 -0.804 1.343 -3.383
C7 0.161 4.155 0.604
C8 0.375 1.030 3.090
H1 -0.170 5.027 0.222
H2 -0.401 -1.594 -5.695
H3 0.975 -2.971 2.876
H4 -0.840 2.336 4.277
H5 -1.466 0.937 4.062
H6 1.465 1.474 3.096
H7 1.542 3.710 -1.047
H8 -0.270 1.054 5.186
H9 -0.168 -1.381 -3.840
H10 1.170 -4.366 2.181
H11 -0.757 3.758 1.166
H12 0.849 4.535 1.244
H13 -0.235 1.268 2.250
H14 0.283 2.879 -1.164
H15 1.139 1.456 0.003
H16 0.701 -4.204 -0.544
H17 0.022 -5.750 0.232
H18 1.032 -0.564 2.122
H19 -1.660 1.406 -3.281
H20 1.537 -2.964 1.235
H21 -0.319 2.411 -3.369
H22 -0.405 0.472 -2.752
H23 -1.775 -1.064 -4.538
H24 -1.100 -4.864 -0.654

Results of the Löwdin charge analysis, in e, for atoms 1 through 6: -0.31, 0.81, 0.81, -0.62, -0.06, -0.60



# 10
ORCA calculation (ωB97M-V with the def2-TZVPD basis set) on a structure of composition C8H24GaN2O6P2.

Output
- Charge: -1
- Highest occupied orbital energy: -0.119 Ha
- Kohn-Sham gap: 5.7 eV

Cartesian coordinates (Å):
Ga1 -1.216 0.647 3.381
P1 -3.530 0.664 2.760
P2 -0.318 -1.395 2.515
O1 2.117 0.582 0.086
O2 3.538 -1.096 0.083
O3 -0.369 2.139 2.596
O4 -2.346 0.836 -1.342
O5 -1.451 -1.151 -1.503
O6 -3.525 -0.219 1.297
N1 -0.368 -2.592 3.589
N2 -4.036 -0.572 3.860
C1 1.835 1.994 0.153
C2 -1.875 -0.011 -2.057
C3 0.445 -2.181 -2.648
C4 1.846 2.624 -1.224
C5 4.530 1.054 -0.082
C6 -1.721 0.199 -3.545
C7 3.363 0.098 0.056
C8 -1.011 -2.289 -2.252
H1 -0.999 0.656 4.955
H2 -3.345 -1.305 4.001
H3 -1.666 -2.453 -3.112
H4 -1.016 -1.680 1.326
H5 1.064 -2.046 -1.762
H6 -1.159 -3.121 -1.566
H7 5.384 0.610 0.424
H8 -2.893 0.175 0.669
H9 1.565 3.675 -1.146
H10 -1.701 -0.716 -4.130
H11 -0.886 -3.391 3.235
H12 2.525 2.483 0.842
H13 0.758 -3.095 -3.156
H14 2.825 2.566 -1.705
H15 0.616 -1.340 -3.321
H16 1.118 2.124 -1.865
H17 -4.890 -1.011 3.532
H18 0.974 -1.201 1.954
H19 0.857 2.051 0.620
H20 4.767 1.136 -1.144
H21 -0.784 0.734 -3.710
H22 -2.539 0.834 -3.876
H23 -0.829 2.936 2.906
H24 4.347 2.050 0.308

Results of the Löwdin charge analysis, in e, for atoms 1 through 6: 0.09, 0.57, 0.49, -0.01, 0.08, -0.41



# 11
ORCA calculation (ωB97M-V with the def2-TZVPD basis set) on a structure of composition C8H24LiN2O3.

Output
- Charge: +1
- Highest occupied orbital energy: -0.487 Ha
- Kohn-Sham gap: 10.7 eV

Cartesian coordinates (Å):
O1 1.766 0.458 1.209
O2 1.725 0.524 -1.657
O3 -0.131 -1.653 -0.550
N1 -1.043 1.016 1.329
N2 -1.438 0.599 -1.769
C1 1.132 0.875 2.412
C2 -0.512 2.545 3.261
C3 0.006 1.803 2.044
C4 3.023 -0.142 1.429
C5 -1.955 -0.784 -1.864
C6 -0.804 -1.765 -1.802
C7 -2.765 -1.037 -3.136
C8 1.012 -2.485 -0.459
Li1 0.132 0.313 -0.303
H1 2.953 -1.046 2.051
H2 1.529 0.303 -2.573
H3 -0.117 -1.583 -2.644
H4 -2.221 1.227 -1.614
H5 -2.602 -0.957 -1.002
H6 1.849 1.402 3.049
H7 0.752 -0.005 2.949
H8 1.799 -2.139 -1.135
H9 -3.696 -0.473 -3.125
H10 1.359 -2.447 0.569
H11 -1.197 -2.780 -1.909
H12 -1.232 3.318 2.989
H13 2.614 0.888 -1.672
H14 -1.010 1.857 3.949
H15 -3.009 -2.093 -3.253
H16 -1.394 0.319 1.984
H17 3.424 -0.444 0.464
H18 -1.092 0.870 -2.689
H19 3.712 0.554 1.915
H20 0.750 -3.514 -0.720
H21 -2.195 -0.723 -4.015
H22 -1.829 1.640 1.171
H23 0.407 2.517 1.318
H24 0.296 3.043 3.799

Results of the Löwdin charge analysis, in e, for atoms 1 through 6: -0.25, -0.07, -0.26, 0.01, 0.00, -0.20



# 12
ORCA calculation (ωB97M-V with the def2-TZVPD basis set) on a structure of composition C8H24LiO4S4.

Output
- Charge: +1
- Highest occupied orbital energy: -0.419 Ha
- Kohn-Sham gap: 9.4 eV

Cartesian coordinates (Å):
S1 -3.193 -2.076 1.575
S2 2.411 -2.774 -1.506
S3 1.086 0.660 2.609
S4 -0.739 1.025 -2.405
O1 1.122 -2.733 -0.667
O2 -1.810 -2.000 0.902
O3 0.529 0.019 1.339
O4 -0.377 -0.183 -1.616
C1 -3.064 -0.794 2.796
C2 3.250 -1.340 -1.321
C3 -4.255 -1.102 0.524
C4 2.010 -2.790 -3.266
C5 0.697 2.075 -2.029
C6 0.724 2.387 2.400
C7 2.845 0.717 2.540
C8 -1.970 1.996 -1.531
Li1 -0.227 -1.306 -0.058
H1 3.834 -1.392 -2.227
H2 1.490 1.782 -2.768
H3 3.505 -1.228 -0.358
H4 0.842 2.060 -0.906
H5 -2.223 2.854 -2.113
H6 -4.272 -1.500 -0.483
H7 -0.301 2.663 2.694
H8 -2.929 1.467 -1.284
H9 0.451 3.142 -2.302
H10 -2.836 -1.151 3.751
H11 -3.886 -0.102 0.422
H12 3.226 1.538 3.023
H13 1.811 -1.699 -3.433
H14 1.188 -3.464 -3.412
H15 -1.626 1.848 -0.416
H16 3.394 -0.217 2.753
H17 1.199 2.872 3.166
H18 -2.492 0.038 2.314
H19 2.936 -3.119 -3.890
H20 -3.910 -0.261 2.969
H21 1.035 2.737 1.466
H22 2.662 -0.528 -1.807
H23 -5.232 -1.122 0.905
H24 3.091 0.991 1.650

Results of the Löwdin charge analysis, in e, for atoms 1 through 6: 0.94, 0.85, 0.91, 0.85, -0.60, -0.63